Entry 1:
Entry from the OMol25 dataset: a 8-piece molecular cluster, H18NO7 overall in a non-equilibrium geometry (wB97M-V/def2-TZVPD).

ORCA input file:
```
! RIJCOSX wB97M-V def2-TZVPD def2/J DEFGRID3
* xyz 1 1
O 3.802 0.400 -0.546
O 0.041 2.228 2.673
O -0.217 2.437 -1.560
O -0.304 -1.085 -2.558
O -1.779 -0.930 2.697
O 1.075 -2.940 -0.977
O -2.836 0.910 -0.408
N 0.677 -0.016 0.404
H 0.510 2.775 3.250
H -2.637 -0.642 2.287
H 0.764 0.888 0.533
H 4.220 -0.257 0.016
H -1.956 -1.565 3.471
H 1.671 -3.577 -1.440
H 3.859 -0.078 -1.366
H -0.551 -1.265 -3.296
H -3.413 0.871 0.323
H -0.406 -0.016 0.340
H 0.070 -1.962 -2.042
H 0.930 -0.262 1.315
H -0.937 2.377 2.577
H 1.012 -0.408 -0.395
H -1.045 1.909 -1.687
H -0.086 2.782 -2.378
H -3.205 0.771 -1.081
H 0.729 -3.356 -0.159
*
```

Properties
energy relative to the best compared isomer or geometry (same formula, charge and spin): 136.3 kcal per mole
LUMO: -2.985 eV

---

Entry 2:
Entry from the OMol25 dataset: H18NaO9 as an isolated structure in a non-equilibrium geometry (wB97M-V/def2-TZVPD).

ORCA input file:
```
! RIJCOSX wB97M-V def2-TZVPD def2/J DEFGRID3
* xyz 1 1
Na 0.212 -0.517 -0.355
O -2.184 -0.151 -0.156
O -1.561 1.263 2.065
O 2.107 -1.271 1.833
O -1.051 2.896 -0.544
O -0.610 -1.473 1.882
O -0.382 -2.130 -1.732
O 1.168 1.439 0.456
O -0.004 0.881 -2.214
O 2.482 -0.547 -1.316
H -2.720 0.506 -0.578
H 1.267 -1.590 2.170
H -2.692 -0.964 -0.283
H -0.505 -1.912 -2.645
H 2.646 -0.978 2.560
H -0.970 -1.100 2.674
H -0.852 -2.967 -1.745
H -1.806 0.513 1.535
H 2.819 -0.238 -2.150
H 2.007 1.153 0.197
H 0.963 1.073 1.320
H -0.674 3.649 -0.982
H 3.188 -0.482 -0.704
H -0.869 1.226 -2.452
H 0.485 0.688 -3.007
H -1.168 -2.262 1.814
H -0.418 2.230 -0.261
H -0.877 1.065 2.620
*
```

Properties
energy relative to the best compared isomer or geometry (same formula, charge and spin): 9.0 kcal per mole
LUMO: -3.324 eV

---

Entry 3:
Entry from the OMol25 dataset: a 9-piece molecular cluster, H18O9 overall in a non-equilibrium geometry (wB97M-V/def2-TZVPD).

ORCA input file:
```
! RIJCOSX wB97M-V def2-TZVPD def2/J DEFGRID3
* xyz -1 2
O -0.771 -1.601 -2.160
O -2.207 1.782 2.813
O -1.358 -1.015 2.674
O 0.777 -4.065 -0.639
O 1.658 1.114 -3.507
O 1.667 0.438 4.022
O 2.387 -1.607 1.717
O -1.222 3.712 -2.848
O -0.948 1.190 -2.316
H -1.201 -0.183 2.212
H 3.363 -1.472 1.848
H -1.284 3.029 -2.170
H -0.263 3.816 -2.861
H -2.223 -1.007 3.092
H -1.395 1.575 2.215
H 1.260 1.241 4.383
H 1.526 -3.861 -0.059
H -0.754 0.278 -2.030
H -2.127 2.730 2.577
H 2.371 0.982 -2.875
H -0.003 -3.913 -0.095
H -1.025 -2.337 -1.604
H 0.838 1.151 -2.988
H -0.232 -1.858 -2.912
H -1.800 1.118 -2.765
H 0.969 -0.216 4.159
H 2.377 -0.664 1.454
*
```

Properties
energy relative to the best compared isomer or geometry (same formula, charge and spin): 33.6 kcal per mole
LUMO (alpha / beta): 2.990 / 2.812 eV

---

Entry 4:
Entry from the OMol25 dataset: a 9-piece molecular cluster, H18O9 overall in a non-equilibrium geometry (wB97M-V/def2-TZVPD).

ORCA input file:
```
! RIJCOSX wB97M-V def2-TZVPD def2/J DEFGRID3
* xyz 0 1
O 1.643 2.876 -0.816
O -1.463 -1.205 -1.718
O 1.533 0.394 2.760
O -1.320 1.663 -1.598
O -0.990 -1.503 1.310
O 1.378 -3.694 1.410
O 0.746 0.336 0.226
O 1.092 0.123 -3.285
O -1.840 2.450 0.905
H 1.591 -0.723 -3.431
H 2.475 2.734 -0.411
H -0.854 -1.933 -1.502
H -1.200 -2.453 1.335
H 1.311 0.371 -2.365
H 1.320 0.064 0.921
H -2.609 3.017 0.756
H -2.027 -0.955 -1.006
H 0.610 0.528 2.790
H -1.086 0.736 -1.642
H 1.134 -4.413 0.881
H 1.787 -0.140 3.529
H -1.674 -1.258 1.889
H -1.635 2.107 0.038
H -2.280 1.812 -1.878
H 1.296 -2.914 0.875
H 1.101 2.169 -0.416
H -0.041 -0.187 0.443
*
```

Properties
SMILES: O.O.O.O.O.O.O.O.O
energy relative to the best compared isomer or geometry (same formula, charge and spin): 64.2 kcal per mole
LUMO: -0.380 eV

---

Entry 5:
Entry from the OMol25 dataset: a 9-piece molecular cluster, H18O9 overall in a non-equilibrium geometry (wB97M-V/def2-TZVPD).

ORCA input file:
```
! RIJCOSX wB97M-V def2-TZVPD def2/J DEFGRID3
* xyz 0 1
O 2.869 -2.706 -1.825
O -4.173 -0.930 0.617
O 2.972 -1.786 0.969
O -0.647 0.334 3.021
O -2.826 0.270 -1.740
O 3.096 3.007 0.471
O -0.706 -1.638 0.194
O -0.350 3.015 -1.592
O -0.254 0.250 -0.554
H -2.750 -0.577 -1.288
H -1.190 -1.175 0.886
H 0.039 0.161 3.676
H -3.495 -0.250 0.708
H 2.987 3.401 1.344
H 0.012 3.867 -1.863
H -0.834 -0.437 -0.901
H 2.972 -1.171 0.227
H -4.981 -0.434 0.447
H 4.052 2.947 0.358
H 2.821 -3.141 -2.684
H -1.463 0.346 3.534
H 2.226 -3.181 -1.286
H -0.500 0.316 0.376
H 3.355 -1.279 1.694
H -2.037 0.314 -2.291
H 0.191 2.371 -2.062
H -1.387 -1.894 -0.438
*
```

Properties
SMILES: O.O.O.O.O.O.O.O.O
energy relative to the best compared isomer or geometry (same formula, charge and spin): 114.2 kcal per mole
LUMO: 0.213 eV

---

Entry 6:
Entry from the OMol25 dataset: a 9-piece molecular cluster, H18O9 overall (wB97M-V/def2-TZVPD).

ORCA input file:
```
! RIJCOSX wB97M-V def2-TZVPD def2/J DEFGRID3
* xyz 0 1
O 4.590 -7.585 16.842
O 2.569 -4.439 17.298
O 2.028 -7.529 18.360
O 6.051 -4.784 22.075
O 6.057 -7.613 19.991
O 5.692 -4.977 15.866
O 3.653 -3.285 20.433
O 5.735 -1.379 19.957
O 4.577 -5.601 18.966
H 5.243 -7.105 20.123
H 3.333 -2.635 19.797
H 5.117 -2.049 20.264
H 4.974 -5.203 16.466
H 5.562 -4.190 21.500
H 4.055 -5.630 18.157
H 2.490 -7.905 19.113
H 6.479 -4.210 22.716
H 5.280 -7.592 17.520
H 6.731 -6.937 19.885
H 5.261 -4.802 15.027
H 4.229 -4.839 19.445
H 1.971 -4.882 16.688
H 2.855 -3.668 20.812
H 6.607 -1.755 20.105
H 2.097 -3.648 17.566
H 2.708 -7.469 17.678
H 4.815 -8.312 16.256
*
```

Properties
SMILES: O.O.O.O.O.O.O.O.O
energy relative to the best compared isomer or geometry (same formula, charge and spin): 52.3 kcal per mole
LUMO: -0.261 eV

---

Entry 7:
Entry from the OMol25 dataset: a 9-piece molecular cluster, H18O9 overall in a non-equilibrium geometry (wB97M-V/def2-TZVPD).

ORCA input file:
```
! RIJCOSX wB97M-V def2-TZVPD def2/J DEFGRID3
* xyz 0 1
O -0.611 -3.272 -1.603
O 2.540 0.259 0.084
O -4.499 -0.139 -0.214
O -0.676 4.551 -1.265
O -0.605 1.309 -0.027
O 0.294 -2.606 0.685
O -2.748 -0.247 1.485
O 2.946 0.566 2.240
O 3.245 -0.281 -1.633
H 2.396 1.336 2.057
H 3.467 0.019 0.200
H -3.635 -0.298 1.858
H 3.134 -1.208 -1.394
H 0.219 4.207 -1.169
H -1.076 -3.758 -2.294
H -0.259 -2.032 1.226
H -1.235 3.855 -0.902
H -0.241 0.424 -0.141
H 1.113 -2.110 0.579
H 3.158 -0.275 -2.593
H -4.858 0.700 -0.524
H 0.163 1.854 0.177
H 3.209 0.678 3.160
H -2.264 -0.950 1.933
H 2.139 0.066 0.938
H -4.842 -0.223 0.683
H 0.321 -3.404 -1.810
*
```

Properties
SMILES: O.O.O.O.O.O.O.O.O
energy relative to the best compared isomer or geometry (same formula, charge and spin): 141.4 kcal per mole
LUMO: 0.074 eV

---

Entry 8:
Entry from the OMol25 dataset: a 9-piece molecular cluster, H18O9 overall in a non-equilibrium geometry (wB97M-V/def2-TZVPD).

ORCA input file:
```
! RIJCOSX wB97M-V def2-TZVPD def2/J DEFGRID3
* xyz 0 1
O -1.761 1.107 2.080
O -1.232 2.382 -2.075
O 1.409 2.824 -1.711
O 3.703 -1.471 -0.011
O -2.215 -0.761 4.087
O 0.743 -0.419 1.614
O 0.915 -0.649 -1.495
O 0.494 -3.765 -1.684
O -2.472 0.890 -0.507
H 3.067 -1.361 -0.700
H -1.683 2.068 -2.843
H -1.581 -1.236 4.539
H 0.841 -1.627 -1.368
H 1.398 1.930 -1.740
H -0.278 2.053 -2.140
H -2.375 1.657 -1.033
H 1.000 -0.907 0.931
H 1.203 -4.390 -1.901
H -1.644 0.401 -0.656
H 0.488 -3.784 -0.747
H 1.728 -0.210 2.003
H -0.918 1.022 1.672
H 1.503 2.922 -0.771
H -1.908 -0.268 3.323
H 0.647 -0.339 -2.360
H 4.097 -0.574 0.163
H -2.260 1.531 1.240
*
```

Properties
SMILES: O.O.O.O.O.O.O.O.O
energy relative to the best compared isomer or geometry (same formula, charge and spin): 92.7 kcal per mole
LUMO: -0.465 eV

---

Entry 9:
Entry from the OMol25 dataset: a 9-piece molecular cluster, H18O9 overall in a non-equilibrium geometry (wB97M-V/def2-TZVPD).

ORCA input file:
```
! RIJCOSX wB97M-V def2-TZVPD def2/J DEFGRID3
* xyz 0 1
O -4.932 -3.196 -0.857
O -2.953 -3.827 -3.243
O -0.134 -1.096 -4.624
O -0.610 -7.109 -3.894
O -2.686 -6.318 -0.329
O -0.522 -4.132 -4.028
O -1.291 -4.036 -6.673
O -4.995 -6.067 -3.103
O -3.752 -0.308 -2.264
H -4.363 -3.902 -1.161
H -0.064 -7.501 -3.212
H -4.290 0.127 -2.926
H -4.567 -2.940 -0.010
H 0.367 -3.778 -4.055
H -3.090 -5.851 -1.061
H -0.227 -1.881 -4.085
H -0.343 -6.191 -3.917
H -1.466 -3.341 -7.308
H 0.130 -0.412 -4.008
H -2.146 -4.229 -6.288
H -4.470 -5.348 -3.453
H -2.191 -5.647 0.140
H -5.901 -5.781 -3.218
H -0.797 -4.161 -4.944
H -2.034 -3.991 -3.453
H -3.213 -3.122 -3.837
H -4.149 -1.173 -2.162
*
```

Properties
SMILES: O.O.O.O.O.O.O.O.O
energy relative to the best compared isomer or geometry (same formula, charge and spin): 54.8 kcal per mole
LUMO: -0.070 eV

---

Entry 10:
Entry from the OMol25 dataset: a 9-piece molecular cluster, H18O9 overall in a non-equilibrium geometry (wB97M-V/def2-TZVPD).

ORCA input file:
```
! RIJCOSX wB97M-V def2-TZVPD def2/J DEFGRID3
* xyz 0 1
O 6.060 17.612 21.609
O 9.591 19.423 21.592
O 8.641 18.518 24.009
O 6.992 20.135 21.545
O 8.094 21.580 19.693
O 6.518 18.106 18.183
O 8.129 22.233 23.063
O 5.985 19.785 24.138
O 4.813 21.848 21.252
H 7.530 22.767 23.444
H 7.793 21.474 22.522
H 6.444 19.822 20.777
H 5.613 20.633 24.586
H 8.337 21.003 18.994
H 5.999 17.301 22.488
H 5.471 21.250 21.417
H 8.112 17.827 24.429
H 10.101 19.219 22.584
H 6.317 20.079 23.217
H 9.364 18.719 21.130
H 4.715 21.816 20.347
H 6.056 17.906 17.419
H 7.794 19.002 24.089
H 6.229 18.599 21.628
H 6.139 17.623 18.970
H 7.842 20.930 20.394
H 8.690 19.678 21.737
*
```

Properties
energy relative to the best compared isomer or geometry (same formula, charge and spin): 137.2 kcal per mole
LUMO: -0.697 eV

---

Entry 11:
Entry from the OMol25 dataset: H18O9 as an isolated structure in a non-equilibrium geometry (wB97M-V/def2-TZVPD).

ORCA input file:
```
! RIJCOSX wB97M-V def2-TZVPD def2/J DEFGRID3
* xyz 0 1
O -14.117 10.110 15.814
O -15.285 9.433 14.225
O -14.691 7.272 18.294
O -14.706 7.662 13.387
O -15.340 8.126 15.972
O -15.144 6.018 15.552
O -16.732 6.747 17.824
O -17.332 8.470 16.807
O -13.351 8.094 16.580
H -15.088 8.888 15.450
H -15.937 5.566 15.841
H -13.917 9.281 16.247
H -14.270 7.830 16.521
H -13.001 7.943 15.702
H -15.950 10.058 13.934
H -15.579 7.532 18.048
H -14.227 10.735 16.531
H -14.811 6.696 19.049
H -15.094 8.477 13.708
H -14.065 7.422 14.056
H -18.199 8.097 16.647
H -14.794 9.902 14.900
H -15.306 6.939 15.756
H -17.029 6.881 18.724
H -17.472 9.417 16.794
H -16.170 8.377 16.379
H -17.089 7.492 17.340
*
```

Properties
energy relative to the best compared isomer or geometry (same formula, charge and spin): 365.3 kcal per mole
LUMO: -1.138 eV

---

Entry 12:
Entry from the OMol25 dataset: a 9-piece molecular cluster, H18O9 overall in a non-equilibrium geometry (wB97M-V/def2-TZVPD).

ORCA input file:
```
! RIJCOSX wB97M-V def2-TZVPD def2/J DEFGRID3
* xyz 0 1
O 0.590 -1.911 -4.692
O -1.379 1.105 -1.070
O 2.910 1.861 -1.127
O -1.865 2.886 1.221
O 1.386 0.658 1.295
O -2.037 -2.441 -2.439
O -0.719 -2.947 2.409
O 1.621 1.258 5.270
O 0.298 -0.640 -0.409
H -0.241 -2.399 1.776
H -1.599 -1.587 -2.524
H 3.108 1.581 -2.028
H 0.308 -2.607 -4.088
H -2.267 -2.678 -3.345
H 2.315 1.907 5.433
H -0.495 -1.189 -0.409
H 3.583 2.524 -0.935
H 1.495 1.286 4.314
H -2.261 3.725 0.960
H -1.182 1.143 -0.128
H -2.175 0.563 -1.122
H 1.084 1.139 2.074
H -2.505 2.225 0.933
H -1.121 -3.634 1.866
H -0.235 -1.562 -5.049
H 0.137 0.004 0.290
H 1.247 -0.268 1.523
*
```

Properties
SMILES: O.O.O.O.O.O.O.O.O
energy relative to the best compared isomer or geometry (same formula, charge and spin): 91.8 kcal per mole
LUMO: 0.041 eV

---

Which formula does entry 7 have? H18O9

---

Among the records above, which one has the highest energy relative to the best compared isomer or geometry (same formula, charge and spin)? number 11

---

What is the formula in the eleventh record? H18O9

---

What is the energy relative to the best compared isomer or geometry (same formula, charge and spin) in the ninth record? 54.8 kcal per mole